# 1
Density functional theory data (the ωB97M-V functional and the def2-TZVPD basis) for the molecule C17H22N2O4S.

```
46
Properties=species:S:1:pos:R:3:forces:R:3:nbo_charge:R:1
S -1.421 2.220 -0.709 0.2454 0.2854 0.6240 2.30
O 3.316 3.538 0.337 0.1848 0.3335 -0.1862 -0.62
O 4.206 -0.202 -0.778 0.0809 0.6120 -0.0201 -0.39
O -0.936 2.409 -2.044 0.0784 -0.1624 -0.0666 -0.93
O -2.409 3.159 -0.250 0.1008 -0.2330 0.1308 -0.94
N -0.090 2.328 0.355 -0.7503 -0.1733 -0.4755 -0.88
N 2.371 1.589 0.988 -0.1405 -0.3356 0.1775 -0.62
C -0.884 -0.450 -0.709 0.1409 -0.3729 -0.0650 0.02
C -1.871 0.492 -0.411 0.0643 0.4068 -0.0425 -0.35
C -4.219 1.076 0.418 -0.1087 0.1727 0.0025 -0.68
C 0.955 3.260 -0.021 0.2571 0.3964 -0.3854 -0.34
C -0.079 -2.839 -0.670 -0.0119 0.0528 -0.0087 -0.63
C 4.202 -1.422 -1.332 -0.2003 -0.9541 0.0113 0.09
C -4.612 -1.681 1.039 0.0190 0.0571 -0.0133 -0.63
C 2.345 2.822 0.445 -0.3998 -0.1014 0.1209 0.67
C -3.096 0.124 0.144 -0.2163 -0.0165 0.0827 0.10
C -2.318 -2.154 0.193 -0.0253 0.2619 -0.0457 -0.17
C 3.462 -1.639 0.744 0.1746 0.6635 0.0322 -0.32
C -3.314 -1.228 0.446 0.2017 0.0154 -0.0707 -0.04
C 0.408 -0.117 -1.388 0.1417 -0.0027 -0.0398 -0.65
C 3.601 0.898 1.321 0.1119 0.0764 -0.2661 -0.27
C -1.114 -1.793 -0.388 -0.0777 0.2127 0.0237 -0.01
C 3.760 -0.331 0.489 -0.2888 -0.4880 0.7963 0.26
C 3.756 -2.352 -0.444 0.1835 0.2477 -0.4960 -0.32
H -5.095 0.779 -0.158 -0.1038 -0.0324 0.0068 0.22
H 0.106 -2.918 -1.740 0.0974 -0.0587 -0.0842 0.22
H 0.971 3.296 -1.115 0.1804 0.0996 0.1202 0.26
H -0.410 -3.808 -0.306 -0.0006 -0.0774 0.0104 0.22
H 0.867 -2.591 -0.191 0.1137 -0.0265 -0.0198 0.23
H -4.597 -2.754 1.213 -0.0270 -0.0568 0.0206 0.22
H 1.252 -0.379 -0.752 0.1375 -0.0708 0.0131 0.22
H -4.802 -1.181 1.988 -0.1005 0.0057 0.0754 0.22
H 0.495 -0.713 -2.297 0.0633 -0.0111 -0.0732 0.23
H 0.471 0.924 -1.665 0.2553 -0.1640 -0.1127 0.24
H -3.962 2.093 0.161 -0.2537 -0.1092 0.0835 0.27
H 3.092 -2.044 1.664 -0.0719 -0.0101 0.2455 0.23
H 4.412 1.605 1.121 -0.0462 -0.1090 0.1520 0.26
H 3.601 0.625 2.381 0.1043 0.0052 -0.1562 0.21
H 3.650 -3.405 -0.609 0.0138 -0.2143 -0.1180 0.23
H -2.490 -3.192 0.441 -0.0218 -0.1247 0.0280 0.20
H 4.535 -1.503 -2.347 0.0766 0.1006 -0.1444 0.21
H 1.504 1.070 0.982 0.1075 0.0293 -0.0648 0.42
H -4.491 1.038 1.473 -0.0831 0.0121 0.0678 0.22
H -0.461 2.520 1.275 -0.1591 -0.0028 0.1534 0.40
H -5.442 -1.450 0.373 -0.1293 -0.0045 0.0124 0.22
H 0.773 4.281 0.333 0.0816 -0.1348 -0.0364 0.22
```
Forces are in eV/Å.

Calculated values
* multiplicity: 1
* energy above the lowest of the compared OMol25 structures with the same formula, charge and spin: 54.19 kcal/mol
* frontier orbital gap: 0.3463 Eh
* highest occupied orbital energy: -8.916 eV

---

# 2
Density functional theory data (the ωB97M-V functional and the def2-TZVPD basis) for the ion CH6N3 with charge +1.

```
10
Properties=species:S:1:pos:R:3:forces:R:3:nbo_charge:R:1
N 0.301 0.083 0.038 10.8328 5.0387 -1.1765 0.09
N -0.254 1.236 0.164 -1.5728 0.0147 0.3142 -0.45
N 1.991 -0.002 -0.163 -5.3601 0.1488 0.8593 -0.13
C -0.298 -1.050 -0.002 -5.5894 -7.0953 -0.3620 -0.51
H -1.119 -1.216 -0.802 1.3953 0.7003 0.5296 0.28
H -0.949 -1.087 0.891 0.1676 -0.4040 0.1612 0.26
H 2.268 0.925 0.214 -0.1620 -0.0264 -0.2336 0.30
H 0.315 -1.974 -0.008 0.0541 1.0621 -0.0040 0.31
H -1.237 1.163 0.425 0.1274 0.5859 -0.0350 0.42
H 0.287 2.057 0.392 0.1072 -0.0247 -0.0531 0.44
```
Forces are in eV/Å.

Calculated values
* multiplicity: 1
* energy above the lowest of the compared OMol25 structures with the same formula, charge and spin: 163.55 kcal/mol
* frontier orbital gap (alpha / beta): 0.3028 / 0.3934 Eh
* highest occupied orbital energy (alpha / beta): -14.874 / -17.062 eV
* charge: +1

---

# 3
Density functional theory data (the ωB97M-V functional and the def2-TZVPD basis) for a structure of composition C34H44CoN6O8S3Se.

```
97
Properties=species:S:1:pos:R:3:forces:R:3:lowdin_spin:R:1
Se -0.011 -3.402 0.828 -0.1111 -0.0662 0.2349 0.01
Co -0.245 0.052 -0.327 0.2568 0.0718 -0.9392 0.94
S 0.564 2.505 -0.269 0.3018 0.0186 -0.1442 0.28
S 3.508 0.977 -1.495 -0.2378 0.1431 0.0871 0.37
S -3.905 -1.018 -5.590 -0.2649 -0.1019 -0.2260 0.00
O 0.206 0.197 -6.782 0.1574 0.1772 0.3752 0.20
O -4.072 0.584 0.596 0.0925 -0.0205 0.0526 0.00
O 2.595 -0.123 2.455 -0.1131 -0.0563 0.0318 0.00
O -4.779 -0.965 -6.750 0.1250 0.0751 0.0345 0.00
O 1.504 -0.411 0.501 0.2063 0.2812 0.3867 0.01
O -4.084 -2.131 -4.677 0.0949 0.1354 0.0778 0.00
O 1.048 1.995 -5.662 -0.1622 -0.3459 -0.0012 0.26
O -2.184 0.223 -0.580 -0.1461 0.0642 0.1795 0.00
N -0.035 -0.219 -2.284 -0.0204 0.1197 -0.3883 0.00
N 0.478 0.847 -5.676 0.0130 0.0755 -0.3890 0.30
N 2.534 -3.182 2.128 -0.0222 0.1841 -0.0518 0.00
N -0.708 0.236 1.428 -0.3702 0.2343 1.1705 0.00
N 2.638 -2.803 -0.032 0.0805 -0.1856 0.1094 0.00
N -0.604 -0.886 -4.310 0.1503 -0.0846 -0.1485 0.02
C 1.989 -3.310 3.471 -0.1278 -0.1424 -0.0347 0.00
C 6.207 -2.034 0.677 -0.0250 -0.0227 -0.0527 0.00
C -0.058 0.461 3.676 0.0363 0.0584 0.1701 0.00
C -2.862 0.425 0.495 -0.0658 0.0206 -0.1968 0.00
C 1.480 -4.712 3.804 0.1863 -0.0809 -0.0909 0.00
C 2.506 -5.827 3.600 0.0593 0.1163 0.1974 0.00
C 2.950 -4.871 -2.193 0.0533 0.0991 -0.1352 0.00
C -1.193 -1.722 -5.338 -0.1358 0.0522 -0.1100 0.00
C 0.242 0.232 2.350 0.2532 -0.1001 -0.1716 0.00
C 2.234 -2.528 -1.408 -0.1440 -0.0865 -0.0365 0.00
C 3.388 2.374 -0.564 0.2329 -0.1558 -0.1278 0.11
C 4.197 -4.501 -2.995 -0.0560 -0.0399 0.0850 0.00
C 2.305 4.379 0.503 0.1311 -0.0442 -0.0786 0.02
C -2.222 -1.013 -6.215 -0.1821 0.0485 0.3159 0.00
C -1.384 0.692 4.024 0.0256 -0.0658 -0.0833 0.00
C 3.912 -2.581 0.478 -0.1909 -0.0643 -0.1660 0.00
C 6.147 -2.286 2.047 -0.0244 -0.0160 0.0420 0.00
C 0.480 0.686 -3.198 -0.0620 -0.1296 -0.1489 0.13
C 3.847 -2.822 1.846 -0.0394 -0.1307 0.0469 0.00
C -1.981 0.454 1.734 0.0071 -0.0101 -0.2529 0.00
C 3.727 -5.716 4.517 -0.1054 -0.0027 -0.1367 0.00
C 4.714 3.020 -0.169 -0.1124 0.0111 0.1239 0.00
C 2.204 3.012 -0.158 -0.4460 0.0843 0.1367 0.21
C 1.874 -3.786 -2.197 0.1486 -0.0902 0.1598 0.00
C -1.413 -2.304 -2.404 -0.0331 0.0954 -0.0740 0.01
C -4.151 0.531 -4.727 0.2442 -0.1499 0.0328 0.00
C -2.363 0.681 3.040 -0.1647 0.0583 0.0761 0.00
C -0.678 -1.141 -2.974 -0.0989 -0.1090 0.1205 0.05
C 0.152 0.275 -4.468 -0.0043 0.0745 0.1913 0.01
C -3.461 0.624 -3.375 0.0296 -0.0561 -0.0474 0.00
C 1.595 -0.105 1.740 0.0596 -0.1037 -0.1724 0.00
C 4.962 -2.677 2.653 -0.0135 0.0855 0.0942 0.00
C 5.086 -2.169 -0.129 0.0463 0.0476 -0.0133 0.00
C 1.791 -3.116 0.981 0.4359 -0.1204 -0.1545 0.00
H -1.678 -2.559 -4.839 0.0577 -0.0364 0.0073 0.00
H 0.743 0.463 4.403 0.0189 -0.0170 -0.0217 0.00
H 3.231 -5.098 -1.160 -0.0267 -0.0355 -0.0038 0.00
H -2.449 -2.328 -2.750 0.0176 0.0167 0.0112 0.00
H 1.382 -1.848 -1.370 0.1831 -0.0730 -0.0051 0.00
H -1.940 0.020 -6.415 0.0913 -0.0852 -0.0844 0.00
H -3.410 0.853 3.250 0.0097 -0.0014 0.0028 0.00
H 4.766 3.198 0.912 0.0056 0.0423 -0.0838 0.00
H 2.515 -5.785 -2.608 0.0164 -0.0364 0.0167 0.00
H -3.825 1.489 -2.820 -0.0118 -0.0039 -0.0268 0.00
H 1.168 -2.601 3.575 -0.0423 0.0993 -0.0501 0.00
H 1.513 5.017 0.111 -0.0093 0.0068 0.0546 0.00
H 5.122 -1.910 -1.178 -0.0028 0.0083 0.0383 0.00
H 2.009 -6.783 3.784 0.0054 -0.0147 -0.0740 0.00
H 3.931 -4.229 -4.019 0.0301 0.0097 0.0279 0.00
H 4.346 -4.860 4.243 -0.0083 -0.0591 0.0599 0.00
H -5.239 0.583 -4.652 0.0045 0.0063 -0.0052 0.00
H 4.899 -5.338 -3.036 0.0076 0.0357 -0.0111 0.00
H 5.530 2.362 -0.451 -0.0067 -0.0477 -0.0072 0.00
H -3.664 -0.256 -2.768 -0.0116 0.0424 0.0212 0.00
H 3.266 4.868 0.335 -0.0921 0.0094 0.0303 0.00
H 4.351 -6.609 4.446 0.0117 0.0382 0.0207 0.00
H 7.032 -2.152 2.656 -0.0112 0.0133 -0.0143 0.00
H -1.406 -2.219 -1.322 -0.0187 -0.0438 -0.0019 0.00
H 3.050 -1.984 -1.879 0.0059 0.0750 0.0578 0.00
H 4.721 -3.656 -2.544 -0.0150 -0.0225 -0.0708 0.00
H -1.654 0.875 5.057 0.0082 0.0075 0.0052 0.00
H 2.148 4.289 1.583 0.0166 0.0029 -0.0169 0.01
H 2.773 -3.004 4.160 0.0360 0.0493 -0.0165 0.00
H -2.317 -1.523 -7.173 -0.0031 0.0120 -0.0044 0.00
H 0.957 -4.198 -1.777 -0.0499 -0.0065 0.0102 0.00
H 7.140 -1.704 0.236 -0.0377 0.0167 0.0042 0.00
H -3.807 1.289 -5.434 -0.1078 0.0297 0.0391 0.00
H 1.063 1.541 -2.929 0.0331 0.0329 0.1573 0.01
H 3.416 -5.596 5.559 0.0356 -0.0124 -0.0028 0.00
H -0.940 -3.254 -2.673 -0.0247 0.0586 0.0275 0.00
H 2.829 -5.826 2.556 -0.0230 -0.0539 0.0056 0.00
H -0.410 -2.095 -5.991 0.0482 0.0462 -0.0311 0.00
H 4.861 3.979 -0.679 0.0074 -0.0391 0.0337 0.00
H 1.658 -3.483 -3.227 -0.0128 0.0463 0.0261 0.00
H 0.613 -4.911 3.177 -0.0827 0.0203 -0.0108 0.00
H -2.382 0.736 -3.472 -0.0476 0.0297 -0.0034 0.00
H 4.906 -2.804 3.727 0.0255 -0.0269 -0.0492 0.00
H 1.140 -4.703 4.846 0.0217 0.0100 -0.0223 0.00
```
Forces are in eV/Å.

Calculated values
* multiplicity: 4
* energy above the lowest of the compared OMol25 structures with the same formula, charge and spin: 4.44 kcal/mol
* frontier orbital gap (alpha / beta): 0.1587 / 0.2342 Eh
* highest occupied orbital energy (alpha / beta): -0.427 / -2.482 eV
* charge: -2
* <S²>: 3.79

---

# 4
Density functional theory data (the ωB97M-V functional and the def2-TZVPD basis) for a cluster of 2 separate species, C2H8N2O in total.

```
13
Properties=species:S:1:pos:R:3:forces:R:3:nbo_charge:R:1
O -1.356 0.825 0.472 -0.0355 -0.4391 0.0136 -0.50
N 0.873 -1.798 1.554 -0.9991 0.7655 0.6447 -1.07
N -0.520 0.903 -0.456 -0.2067 0.1966 -1.1423 0.15
C -0.370 -0.149 -1.480 1.1802 -2.8049 1.4109 -0.46
C 0.369 1.808 -0.639 -0.3841 0.2955 1.5097 -0.22
H 0.703 2.449 0.106 -0.3442 1.2960 1.4395 0.20
H 0.085 -1.531 2.196 1.0201 -0.4217 -0.8452 0.37
H 1.052 -0.943 1.025 -0.0392 -0.1553 0.1092 0.35
H 0.989 1.709 -1.434 1.5098 -0.1844 -2.2552 0.17
H -1.201 -0.611 -1.969 -1.1316 0.6603 -0.0618 0.23
H 0.409 0.127 -2.176 -0.2408 0.0403 -0.1934 0.21
H 0.044 -1.019 -0.873 -0.3620 0.8762 -0.7494 0.23
H 1.691 -1.906 2.141 0.0331 -0.1250 0.1196 0.35
```
Forces are in eV/Å.

Calculated values
* multiplicity: 1
* energy above the lowest of the compared OMol25 structures with the same formula, charge and spin: 91.55 kcal/mol
* frontier orbital gap (alpha / beta): 0.3629 / 0.3629 Eh
* highest occupied orbital energy (alpha / beta): -9.106 / -9.105 eV

---

# 5
Density functional theory data (the ωB97M-V functional and the def2-TZVPD basis) for a cluster of 8 separate species, C24H15BrCl32NO4P in total.

```
78
Properties=species:S:1:pos:R:3:forces:R:3:mulliken_charge:R:1
Br -4.333 0.732 0.815 -0.3802 0.3180 -0.2428 -0.19
Cl -0.875 2.504 -2.485 0.0756 0.0178 0.0159 -0.03
Cl -1.298 -4.240 0.481 0.2032 -0.9193 0.1013 0.12
Cl 1.408 -5.141 0.207 0.0812 -0.0194 0.0276 -0.07
Cl -0.625 -6.998 1.095 -0.3929 0.3024 -0.0288 -0.08
Cl -4.275 -7.199 -5.695 0.0741 -0.0058 0.0339 -0.10
Cl 2.137 -8.384 0.647 0.4028 -0.2508 -0.0392 0.00
Cl 1.575 6.710 -7.868 0.0008 -0.0048 0.0028 -0.11
Cl -2.011 -0.699 -1.434 0.1026 -0.0882 -0.0850 0.11
Cl 3.432 7.935 -6.031 -0.0094 -0.0052 -0.0060 -0.11
Cl 1.470 -5.075 -7.077 -0.1373 -0.0239 0.0161 -0.11
Cl -1.240 -3.207 -2.624 -0.2544 0.5591 -0.1396 0.32
Cl -4.119 -4.827 -4.058 0.0720 -0.2403 -0.1007 -0.02
Cl -3.847 -2.924 -1.409 -0.0447 0.1103 -0.0131 -0.12
Cl -0.614 -6.025 -1.639 0.1693 -0.6867 0.0412 -0.05
Cl 3.176 0.706 0.926 0.1309 0.3151 -0.0086 -0.05
Cl -0.209 3.277 -5.179 -0.1805 -0.2357 0.0456 -0.09
Cl 1.735 5.771 -5.148 0.1778 0.3127 -0.0675 0.03
Cl 3.884 -1.934 1.843 -0.0126 0.0048 -0.0184 -0.10
Cl 1.191 -3.090 -5.004 0.0141 -0.1285 -0.0809 -0.03
Cl -2.292 -5.178 -6.256 -6.3923 0.0018 -2.4067 -0.07
Cl 2.985 -1.542 -0.872 -0.0230 0.0088 0.0110 -0.07
Cl 3.857 -10.176 2.117 -0.0103 -0.0064 -0.0025 -0.11
Cl 1.872 3.024 -3.210 0.0930 -0.2472 -0.0377 -0.16
Cl 0.596 8.359 -5.714 0.0062 -0.0080 -0.0013 -0.10
Cl -0.563 -5.396 -5.064 6.3357 0.1026 2.1891 -0.01
Cl 0.494 0.657 -4.240 0.1375 0.1523 0.2049 0.00
Cl 1.133 -1.257 1.312 0.3175 -0.0937 -0.1710 0.06
Cl -3.238 -1.565 -3.892 0.0051 0.1502 0.0220 -0.08
Cl 2.222 -5.717 -4.368 0.4342 -0.0434 0.1424 -0.10
Cl 2.898 -10.919 -0.501 -0.0054 -0.0013 0.0126 -0.11
Cl 1.073 -10.831 1.732 -0.0070 -0.0025 0.0031 -0.11
Cl -5.082 -4.646 -6.770 -0.3648 0.1227 -0.0626 -0.13
P 2.114 5.300 0.937 0.0612 1.5228 0.0425 -0.07
O -1.291 -2.049 1.703 -0.8234 0.6728 0.5195 -0.50
O 1.396 4.220 5.905 0.2319 -0.1586 0.1922 -0.54
O 1.151 4.763 -0.295 0.2953 -0.3598 0.2749 -0.18
O -0.841 4.613 1.696 -0.1585 -0.0431 -0.0332 -0.55
N -2.244 -0.345 3.063 0.8740 -0.0113 0.1957 -0.56
C -1.769 1.922 1.300 -0.2730 -1.0409 -0.0494 -0.07
C 1.273 3.832 4.768 -0.1967 0.1808 -0.1402 -0.27
C -1.347 0.706 3.496 -0.6388 -0.0993 -0.3245 -0.02
C 1.082 -4.823 -5.374 0.9940 -0.1709 0.9193 0.22
C -0.294 -5.615 0.049 -0.1613 0.1689 -0.1570 0.16
C -3.784 2.886 2.580 -0.1687 0.1100 -0.4558 -1.36
C 0.321 2.356 -3.772 -0.2905 -0.0439 -0.1429 0.23
C 2.793 -1.009 0.803 0.0577 -0.0872 -0.0220 0.07
C 0.351 2.710 4.373 0.0383 0.0552 -0.0693 0.72
C -0.007 4.027 2.345 -0.0867 0.1497 0.2140 0.05
C -2.583 -2.101 -2.340 0.1390 0.0635 -0.0506 -0.10
C -1.745 -1.206 2.365 -0.2243 -0.0874 0.1262 0.76
C -3.944 -5.464 -5.693 -0.9664 0.0907 -0.8484 0.26
C -3.259 2.321 1.269 0.1175 -0.0558 0.7430 0.04
C -0.733 0.636 4.719 0.0070 -0.6790 0.7555 -0.88
C -1.146 1.787 2.668 0.1953 1.3218 -0.5686 0.32
C 2.493 -10.075 0.997 0.0356 0.0271 -0.0393 0.29
C 0.804 1.479 6.522 0.0566 -0.0752 -0.0032 -1.70
C 1.386 4.556 2.460 0.0605 -0.8360 -1.0066 0.13
C -0.289 2.786 3.137 0.1831 0.1124 -0.0969 1.20
C 0.124 1.608 5.194 0.0032 0.4523 0.2005 0.82
C 1.835 7.195 -6.189 0.0332 0.0316 0.0374 0.27
C 3.705 4.377 0.728 -0.5720 -0.4486 0.4078 -0.90
C 1.997 4.475 3.637 0.0254 -0.2319 -0.2125 -0.56
H 3.007 4.834 3.776 0.0557 0.1697 0.3164 0.49
H 4.538 5.065 0.695 0.0810 0.1473 -0.1189 0.33
H -3.093 3.653 2.920 0.0666 0.0758 0.2018 0.25
H 3.686 3.760 -0.168 0.0351 0.0096 -0.2125 0.24
H -1.693 0.946 0.820 0.0898 -0.0582 -0.0788 -0.64
H -1.192 2.584 0.676 0.1379 0.3828 -0.0419 0.23
H 0.553 0.553 7.030 -0.0101 -0.1967 -0.1117 0.40
H -4.749 3.354 2.404 -0.1277 0.0395 0.0246 0.45
H -3.930 2.114 3.326 0.2037 -0.0925 0.2135 0.37
H -3.438 3.059 0.498 0.0049 -0.1518 -0.3558 0.66
H 1.669 4.317 -0.976 -0.1692 -0.1372 -0.0222 0.16
H 3.838 3.700 1.567 0.1553 -0.1167 0.1755 0.25
H 1.877 1.527 6.358 0.2021 -0.1051 0.1749 0.35
H 0.565 2.300 7.185 -0.1233 0.1786 0.0423 0.34
H -0.920 -0.226 5.343 -0.0694 -0.1433 0.0272 0.47
```
Forces are in eV/Å.

Calculated values
* multiplicity: 1
* frontier orbital gap: 0.2762 Eh
* highest occupied orbital energy: -8.559 eV

---

For the records above, the corresponding DFT total energy values read -39991.1184 -5591.8526 -196774.1830 -7228.3577 -514854.5100 eV.